Formula: C2H2O3
Source: the OMol25 dataset
Level of theory: the ωB97M-V functional and the def2-TZVPD basis

The geometry in XYZ format:
```
7
Properties=species:S:1:pos:R:3:forces:R:3:nbo_charge:R:1
C 1.921 -0.012 0.027 0.8 1.2 -0.3 0.333
C -0.190 1.432 0.059 0.8 0.3 -0.2 0.746
O 2.946 0.567 0.022 -0.7 -0.1 0.2 -0.461
O -0.447 2.584 -0.080 0.2 -1.1 0.1 -0.545
O -0.933 0.354 0.050 1.1 -1.4 0.5 -0.716
H 1.949 -1.115 -0.181 -0.9 0.1 0.2 0.148
H -1.822 0.347 -0.277 -1.3 0.9 -0.4 0.494
```
Forces are in eV/Å.

Computed properties:
LUMO energy (spin up / spin down)   -0.2 / -0.4 eV
Net charge   0
Highest occupied orbital energy (spin up / spin down)   -8.7 / -8.7 eV
Relative energy (zero: lowest compared OMol25 entry of this formula, charge and spin)   340.5 kJ/mol
E_tot   -303.00067 Eh

=====

Formula: C33H62Br22GaO
Source: the OMol25 dataset
Level of theory: the ωB97M-V functional and the def2-TZVPD basis

The geometry in XYZ format:
```
119
Properties=species:S:1:pos:R:3:forces:R:3:lowdin_charge:R:1
C 2.204 -2.660 2.264 -1.0 0.3 -0.4 -0.108
C 0.856 -1.950 1.767 -2.4 2.4 -1.3 -0.236
C -0.530 -2.123 2.448 0.8 2.3 -2.7 -0.080
C -1.744 -1.344 1.895 2.4 0.3 -1.3 -0.081
C -1.698 -0.386 0.673 2.6 -1.5 1.9 -0.209
C -3.031 0.380 0.258 0.7 0.1 0.7 -0.333
C -2.672 1.970 0.265 0.6 -1.1 -0.1 -0.099
C -3.705 -0.123 -1.113 -0.2 1.2 0.2 -0.115
C -0.315 -0.229 -0.027 0.5 -0.3 2.7 -0.305
O -0.161 0.644 -1.142 -0.7 -1.7 2.8 -0.217
C 0.709 1.774 -0.800 0.9 2.1 0.4 -0.368
Ga 2.574 1.702 -1.742 0.1 -0.2 0.1 0.195
C 0.941 -1.009 0.519 -2.5 -0.2 2.7 -0.035
H 2.908 -2.712 1.368 -0.9 -0.2 1.2 0.063
H 1.942 -3.693 2.675 0.5 1.3 -0.7 0.052
H 2.745 -2.094 3.092 -0.9 -0.5 -1.1 0.060
H -0.607 -2.791 3.368 -0.1 1.0 -1.5 0.025
H -2.767 -1.463 2.410 1.8 0.1 -0.8 0.089
H -3.797 0.199 1.103 1.3 0.1 -1.2 0.120
H -1.751 2.070 0.953 -1.5 0.2 -1.1 0.087
H -3.527 2.614 0.658 1.1 -0.9 -0.7 0.061
H -2.368 2.218 -0.813 -0.4 0.0 1.7 0.054
H -4.735 -0.553 -0.845 1.5 0.4 -0.7 0.060
H -3.887 0.818 -1.761 0.3 -1.7 1.1 -0.008
H -3.072 -0.848 -1.722 -0.8 0.8 1.0 0.066
H 0.220 2.748 -1.179 0.2 -1.6 0.5 0.023
H 0.841 1.924 0.338 -0.5 -0.5 -1.6 0.064
H 2.412 1.587 -3.335 -0.2 0.1 0.1 -0.166
H 3.412 0.389 -1.281 -0.1 -0.1 0.1 -0.134
H 3.486 2.995 -1.393 -0.1 -0.1 0.0 -0.157
H 1.967 -0.921 0.031 -1.7 0.2 0.4 0.071
Br 2.514 4.360 2.535 0.1 0.0 -0.1 0.582
C 2.967 6.000 1.582 -0.1 0.0 0.3 -0.685
C 1.853 6.423 0.657 0.0 0.1 -0.5 -0.707
Br 1.824 5.332 -0.957 -0.1 0.1 0.3 0.612
H 3.910 5.818 1.067 -0.2 0.0 0.0 0.054
H 3.123 6.747 2.363 -0.1 0.0 -0.1 0.026
H 2.010 7.445 0.307 0.0 0.0 0.1 0.053
H 0.864 6.347 1.109 0.5 0.1 -0.1 -0.072
Br -0.242 -5.945 -2.387 -0.1 -0.1 0.0 0.560
C -1.001 -4.311 -3.130 0.2 0.0 -0.3 -0.682
C -0.309 -3.095 -2.569 -0.3 0.1 0.3 -0.604
Br -0.909 -2.721 -0.752 -0.7 -2.5 -2.0 0.900
H -2.072 -4.333 -2.925 0.2 0.0 0.1 0.016
H -0.841 -4.386 -4.208 0.0 0.0 0.1 0.055
H -0.567 -2.203 -3.143 0.0 -0.1 0.0 0.071
H 0.777 -3.194 -2.532 -0.2 -0.1 -0.1 0.032
Br 1.233 4.953 -4.936 0.0 0.1 0.2 0.610
C 0.523 6.765 -4.835 0.0 -0.4 -0.2 -0.703
C 1.608 7.792 -5.044 0.0 0.3 0.2 -0.701
Br 2.712 7.992 -3.450 0.1 0.1 -0.2 0.581
H 0.023 6.857 -3.870 0.2 0.0 -0.1 0.048
H -0.220 6.823 -5.632 0.1 0.1 0.1 0.050
H 1.176 8.780 -5.215 0.0 -0.1 0.0 0.049
H 2.279 7.548 -5.867 -0.1 -0.1 0.1 0.048
Br 2.816 -6.123 0.008 0.1 0.0 -0.1 0.612
C 4.522 -6.841 0.616 -0.3 -0.1 0.0 -0.696
C 5.122 -5.983 1.702 0.3 0.0 0.0 -0.698
Br 5.917 -4.361 0.965 -0.1 0.0 0.1 0.597
H 5.161 -6.932 -0.262 0.0 0.1 0.2 0.050
H 4.290 -7.837 0.997 0.1 0.1 0.0 0.053
H 5.946 -6.504 2.192 -0.1 0.0 0.0 0.010
H 4.398 -5.669 2.455 0.0 0.0 -0.2 0.032
Br -5.782 1.235 -3.491 -0.3 0.2 -0.2 0.663
C -6.504 3.043 -3.411 -0.1 -0.3 -0.3 -0.697
C -5.424 4.075 -3.620 0.0 0.3 0.2 -0.690
Br -4.334 4.293 -2.019 0.0 -0.1 -0.2 0.652
H -7.013 3.140 -2.451 0.1 0.0 -0.1 0.029
H -7.241 3.091 -4.214 0.1 0.1 0.1 0.041
H -5.861 5.058 -3.802 0.0 -0.1 0.0 0.052
H -4.744 3.828 -4.435 -0.1 -0.1 0.1 0.053
Br 1.463 7.877 4.980 -0.1 0.0 -0.1 0.616
C -0.414 8.245 4.603 0.1 0.1 0.3 -0.693
C -1.214 6.969 4.511 -0.2 -0.1 -0.3 -0.680
Br -0.909 6.064 2.813 -0.3 0.0 0.4 0.695
H -0.444 8.839 3.690 0.0 -0.2 0.1 0.052
H -0.757 8.855 5.440 0.0 -0.1 -0.1 0.053
H -2.284 7.185 4.530 0.1 0.1 0.0 0.054
H -0.979 6.254 5.299 0.1 0.2 -0.1 0.054
Br 8.649 -7.941 3.044 -0.1 0.1 0.0 0.600
C 9.419 -6.175 3.344 0.2 -0.1 -0.1 -0.686
C 9.231 -5.730 4.773 -0.2 0.3 0.1 -0.693
Br 7.402 -5.138 5.092 0.1 -0.1 0.0 0.591
H 8.962 -5.502 2.619 0.0 -0.1 0.2 0.045
H 10.480 -6.285 3.112 -0.1 0.0 0.1 0.056
H 9.853 -4.861 4.990 0.0 -0.1 -0.1 0.057
H 9.443 -6.514 5.500 0.0 0.0 -0.2 0.048
Br 0.342 -4.132 5.755 0.1 -0.1 0.0 0.647
C 1.683 -5.516 6.053 -0.3 0.0 0.1 -0.688
C 2.918 -4.947 6.707 0.3 -0.1 -0.1 -0.683
Br 4.009 -3.974 5.421 -0.1 0.0 0.1 0.616
H 1.882 -5.980 5.087 0.1 0.1 0.1 0.053
H 1.200 -6.242 6.708 0.1 0.1 0.0 0.054
H 3.561 -5.747 7.078 -0.1 0.0 0.0 0.057
H 2.696 -4.260 7.523 -0.1 -0.1 -0.2 0.051
Br -5.353 -4.020 -2.646 0.0 -0.1 0.0 0.601
C -5.881 -4.219 -0.780 -0.1 0.2 -0.1 -0.690
C -4.766 -3.815 0.152 0.2 -0.2 0.2 -0.689
Br -3.392 -5.191 0.253 -0.2 0.0 0.0 0.600
H -6.199 -5.254 -0.648 0.1 0.1 0.0 0.047
H -6.743 -3.561 -0.657 0.1 0.0 0.0 0.052
H -5.138 -3.709 1.172 0.0 0.0 -0.1 0.058
H -4.268 -2.891 -0.146 0.0 -0.1 0.0 0.024
Br -10.274 1.756 -3.438 0.0 -0.1 0.1 0.611
C -10.808 1.587 -1.570 -0.1 0.2 -0.2 -0.693
C -9.704 2.031 -0.643 0.1 -0.3 0.3 -0.694
Br -8.306 0.680 -0.508 0.0 0.2 -0.1 0.611
H -11.107 0.550 -1.418 0.1 0.1 0.0 0.051
H -11.681 2.233 -1.465 0.1 0.0 0.0 0.055
H -10.081 2.152 0.373 0.0 0.0 -0.1 0.056
H -9.222 2.957 -0.959 -0.1 -0.1 0.0 0.046
Br 3.284 -1.905 -4.079 0.0 0.0 -0.2 0.605
C 4.368 -1.388 -5.614 0.0 -0.2 0.3 -0.706
C 4.773 0.063 -5.536 -0.1 0.2 -0.2 -0.689
Br 3.294 1.237 -6.015 0.2 -0.1 -0.2 0.575
H 3.790 -1.627 -6.507 0.1 0.2 0.1 0.043
H 5.246 -2.036 -5.572 0.0 0.1 0.0 0.049
H 5.557 0.283 -6.262 -0.1 -0.1 0.1 0.048
H 5.109 0.364 -4.543 -0.2 -0.1 -0.1 0.058
```
Forces are in eV/Å.

Computed properties:
LUMO energy   1.6 eV
Net charge   -1
Highest occupied orbital energy   -4.3 eV
E_tot   -59922.70261 Eh

=====

Formula: C6H8FN
Source: the OMol25 dataset
Level of theory: the ωB97M-V functional and the def2-TZVPD basis

The geometry in XYZ format:
```
16
Properties=species:S:1:pos:R:3:forces:R:3:nbo_charge:R:1
N -1.142 -1.286 1.186 -0.3 1.4 0.0 -0.830
C -0.331 -0.424 0.311 0.2 -0.3 2.8 0.093
C -0.973 -0.016 -0.915 1.9 -0.5 -2.4 -0.443
C -0.135 1.137 -1.434 -2.3 -1.8 -0.2 -0.177
C 0.704 1.566 -0.558 2.7 0.0 2.2 -0.190
C 0.642 0.689 0.687 2.1 0.2 -0.2 -0.314
C 1.193 -0.735 0.320 -3.2 1.3 0.0 0.179
F 1.418 -1.603 1.351 1.2 -0.1 0.0 -0.348
H -0.432 -1.844 1.608 -0.2 -0.7 1.0 0.376
H -1.743 -0.815 1.923 1.4 -0.5 -1.4 0.370
H -1.953 0.226 -0.778 -2.9 1.1 0.7 0.218
H -1.059 -0.874 -1.590 0.4 0.1 -0.3 0.218
H -0.357 1.479 -2.378 0.0 1.0 -2.1 0.205
H 1.565 2.248 -0.689 -1.0 -0.1 0.0 0.218
H 0.992 1.214 1.605 -0.8 -1.0 -0.3 0.242
H 1.609 -0.964 -0.649 0.7 -0.1 0.2 0.182
```
Forces are in eV/Å.

Computed properties:
LUMO energy   1.2 eV
Net charge   0
Highest occupied orbital energy   -9.0 eV
Relative energy (zero: lowest compared OMol25 entry of this formula, charge and spin)   224.1 kJ/mol
E_tot   -387.95286 Eh
SMILES string   N[C@@]12CC=C[C@@H]1[C@H]2F

=====

Formula: C24H51ClF2N4O6S
Source: the OMol25 dataset
Level of theory: the ωB97M-V functional and the def2-TZVPD basis

The geometry in XYZ format:
```
89
Properties=species:S:1:pos:R:3:forces:R:3:lowdin_charge:R:1
C 0.915 0.998 0.802 1.3 0.6 0.3 -0.089
C 1.630 -0.473 0.901 0.6 1.2 -0.6 -0.735
Cl 2.190 -0.677 2.687 -0.7 -0.1 -2.0 0.639
C 2.943 -0.480 -0.116 -0.8 1.9 -0.1 -0.225
S 3.956 -2.055 -0.042 4.3 -2.5 5.1 0.791
O 5.408 -1.679 0.429 -5.1 -0.6 -2.3 -0.447
O 3.370 -3.170 0.859 0.9 3.9 -3.7 -0.415
O 0.778 -1.612 0.528 -3.1 2.3 -0.9 -0.077
C -0.410 -1.201 -0.235 2.2 0.2 -6.4 -0.217
O -0.300 -1.062 -1.585 -1.4 -0.7 9.5 0.040
N -1.687 -0.926 0.529 0.0 -1.7 -0.1 0.120
C -2.902 -0.823 -0.366 -3.5 -4.8 -3.6 -0.126
O -3.375 -1.922 -0.969 3.1 8.8 4.4 0.099
F -3.534 0.540 -0.467 2.6 -4.9 0.5 0.022
C -1.951 -1.935 1.625 0.9 -7.2 1.8 -0.141
O -1.556 -3.214 1.640 -2.8 10.0 -0.2 0.099
F -2.791 -1.444 2.780 2.8 -1.0 -4.3 0.004
H -0.124 1.086 1.338 2.0 -0.5 -1.2 0.107
H 1.637 1.757 1.374 -1.6 -1.8 -1.3 0.112
H 0.921 1.340 -0.319 -0.4 -0.7 2.1 0.090
H 2.633 -0.275 -1.248 0.3 -0.7 2.5 0.131
H 3.611 0.456 0.204 -1.1 -2.5 -0.6 0.140
H 4.113 -2.545 -1.374 -0.7 0.8 1.2 0.098
C 1.719 2.721 -3.353 0.2 0.1 0.0 -0.086
C 1.142 4.059 -2.897 0.1 -0.1 0.2 -0.266
N 1.645 4.521 -1.600 -0.1 0.0 0.3 -0.193
C 0.898 5.667 -1.067 -0.2 -0.3 0.1 -0.253
C 0.964 6.978 -1.843 0.0 0.4 0.0 -0.092
C 3.102 4.616 -1.467 -0.1 -0.3 0.0 -0.254
C 3.840 5.529 -2.438 0.4 0.2 0.0 -0.087
H 1.536 1.937 -2.611 0.0 0.1 0.0 0.052
H 1.245 2.414 -4.291 0.0 0.1 0.1 0.078
H 2.796 2.782 -3.540 -0.1 0.0 0.0 0.067
H 0.055 3.923 -2.824 0.1 0.2 0.2 0.119
H 1.311 4.801 -3.686 0.0 0.0 -0.1 0.097
H 1.211 5.854 -0.031 0.1 -0.1 -0.2 0.112
H -0.158 5.373 -0.988 0.1 -0.1 -0.1 0.108
H 1.915 7.489 -1.689 -0.1 0.0 -0.1 0.056
H 0.180 7.655 -1.487 0.1 -0.1 0.0 0.074
H 0.809 6.838 -2.917 0.0 0.0 0.1 0.069
H 3.521 3.607 -1.559 -0.2 0.0 -0.1 0.095
H 3.354 4.913 -0.441 -0.3 0.0 -0.1 0.115
H 3.481 5.434 -3.465 0.0 0.0 0.1 0.070
H 4.906 5.272 -2.443 -0.1 0.0 0.0 0.076
H 3.771 6.577 -2.139 0.0 -0.1 -0.2 0.057
C -0.446 -0.943 5.965 0.1 0.1 0.1 -0.091
C 0.155 -2.230 6.525 0.2 0.1 -0.1 -0.266
N 1.561 -2.113 6.926 0.2 -0.1 0.0 -0.189
C 2.186 -3.408 7.219 0.0 0.1 -0.4 -0.251
C 1.651 -4.199 8.409 0.1 -0.2 0.3 -0.095
C 1.877 -1.043 7.877 -0.1 0.1 -0.3 -0.252
C 1.163 -1.064 9.224 0.1 0.2 0.4 -0.092
H 0.129 -0.577 5.108 0.0 0.0 0.1 0.051
H -1.470 -1.130 5.627 0.1 0.0 0.1 0.068
H -0.494 -0.151 6.719 0.0 -0.1 -0.1 0.065
H 0.078 -2.984 5.731 0.2 0.0 0.2 0.119
H -0.474 -2.580 7.351 -0.2 0.0 0.1 0.095
H 3.268 -3.268 7.346 -0.2 0.2 0.0 0.113
H 2.091 -4.038 6.325 -0.1 0.2 0.0 0.110
H 1.998 -3.783 9.356 -0.1 0.0 0.0 0.054
H 2.021 -5.229 8.361 0.0 0.1 0.0 0.072
H 0.559 -4.246 8.424 0.1 0.0 0.0 0.067
H 1.667 -0.081 7.394 -0.1 -0.2 -0.1 0.099
H 2.960 -1.020 8.051 -0.1 -0.3 -0.1 0.115
H 0.100 -1.298 9.135 0.0 0.0 0.0 0.068
H 1.239 -0.076 9.693 0.0 -0.1 -0.1 0.073
H 1.622 -1.777 9.912 -0.2 0.0 -0.1 0.055
C -3.609 -1.131 -8.150 -0.1 0.0 0.0 -0.095
C -2.960 -1.392 -6.793 -0.2 0.1 0.0 -0.272
N -3.833 -1.124 -5.647 0.0 0.2 0.2 -0.188
C -3.120 -1.137 -4.364 0.0 0.3 -0.2 -0.247
C -2.506 -2.456 -3.908 0.1 -0.2 0.3 -0.095
C -5.127 -1.813 -5.643 0.0 0.3 -0.3 -0.249
C -5.114 -3.338 -5.683 -0.3 -0.3 0.1 -0.090
H -3.971 -0.101 -8.225 0.0 -0.1 0.1 0.078
H -2.875 -1.287 -8.947 -0.1 0.0 0.1 0.072
H -4.444 -1.811 -8.343 0.1 0.1 0.0 0.064
H -2.085 -0.731 -6.731 -0.1 -0.1 0.3 0.116
H -2.576 -2.419 -6.780 0.1 -0.1 -0.1 0.095
H -3.788 -0.766 -3.574 -0.1 -0.1 -0.2 0.104
H -2.316 -0.390 -4.418 -0.1 -0.1 -0.2 0.110
H -3.264 -3.142 -3.526 0.1 0.0 -0.1 0.056
H -1.806 -2.270 -3.086 -0.1 0.0 -0.2 0.039
H -1.947 -2.956 -4.704 -0.1 0.1 0.0 0.072
H -5.710 -1.454 -6.499 0.2 0.0 0.0 0.100
H -5.710 -1.488 -4.772 0.3 0.1 0.0 0.115
H -4.386 -3.735 -6.394 0.0 0.1 0.0 0.068
H -6.101 -3.703 -5.990 0.1 0.0 0.0 0.073
H -4.912 -3.765 -4.699 0.1 0.0 -0.2 0.056
```
Forces are in eV/Å.

Computed properties:
LUMO energy   -2.0 eV
Net charge   0
Highest occupied orbital energy   -8.0 eV
E_tot   -2673.27290 Eh
SMILES string   C[C@](Cl)(C[SH](=O)=O)OC(=O)N(C(=O)F)C(=O)F.CCN(CC)CC.CCN(CC)CC.CCN(CC)CC